Entry 1:
DFT (ωB97M-V/def2-TZVPD) results for one molecule with the formula C4H7N3 in a non-equilibrium geometry.

Each line ends with the Löwdin charge.
Element x y z (Å)
C (2.268, 0.166, 0.492)  -0.092
N (1.165, 0.425, -0.389)  -0.020
C (-0.099, 0.096, -0.071)  -0.397
C (-0.608, -0.411, 1.133)  -0.060
C (-1.945, -0.451, 0.787)  -0.164
N (-2.217, -0.129, -0.518)  -0.049
N (-1.044, 0.282, -1.123)  0.037
H (1.898, -0.190, 1.452)  0.065
H (2.930, -0.587, 0.069)  0.078
H (2.829, 1.085, 0.641)  0.079
H (1.363, 0.829, -1.292)  0.138
H (-2.810, -0.705, 1.399)  0.095
H (-3.081, 0.130, -0.957)  0.134
H (-0.648, -0.540, -1.624)  0.156

As for the net charge: 0. As for the molecular weight: 97.1 Da. For the energy above the lowest of the compared OMol25 structures with the same formula, charge and spin, the calculation gives 3.466 eV. The HOMO energy is -7.51 eV. The SMILES is CNC1=C=CNN1. For the LUMO energy, the calculation gives 0.905 eV.

=====

Entry 2:
DFT (ωB97M-V/def2-TZVPD) results for C30H36NO4P2SbSeTl as an isolated structure in a non-equilibrium geometry.

Each line ends with the Löwdin charge.
Element x y z (Å)
Tl (0.131, -0.711, -1.670)  0.722
N (1.940, 0.085, 1.833)  -0.383
P (2.279, 0.379, 0.174)  0.923
C (3.307, 1.902, 0.403)  -0.329
C (3.042, 3.083, -0.275)  -0.079
C (3.807, 4.212, -0.028)  -0.073
C (4.844, 4.171, 0.887)  -0.099
C (5.122, 2.990, 1.556)  -0.091
C (4.360, 1.864, 1.315)  -0.102
C (3.767, -0.650, -0.168)  -0.369
C (4.422, -1.522, 0.686)  -0.104
C (5.556, -2.189, 0.254)  -0.100
C (6.035, -1.994, -1.030)  -0.108
C (5.362, -1.151, -1.902)  -0.090
C (4.234, -0.488, -1.470)  -0.106
P (0.286, 0.009, 2.315)  1.009
C (0.646, -0.301, 4.124)  -0.350
C (0.010, -1.339, 4.789)  -0.109
C (0.147, -1.497, 6.159)  -0.100
C (0.933, -0.621, 6.886)  -0.106
C (1.583, 0.415, 6.233)  -0.090
C (1.435, 0.571, 4.868)  -0.099
C (-0.222, 1.738, 2.677)  -0.378
C (-1.399, 1.925, 3.392)  -0.112
C (-1.918, 3.196, 3.559)  -0.097
C (-1.262, 4.289, 3.019)  -0.095
C (-0.069, 4.114, 2.338)  -0.067
C (0.446, 2.844, 2.176)  -0.095
H (2.519, 0.624, 2.475)  0.029
H (2.230, 3.116, -0.987)  0.074
H (3.586, 5.133, -0.548)  0.103
H (5.437, 5.055, 1.085)  0.095
H (5.932, 2.949, 2.272)  0.097
H (4.597, 0.942, 1.831)  0.097
H (4.036, -1.681, 1.683)  0.095
H (6.075, -2.858, 0.925)  0.095
H (6.929, -2.507, -1.357)  0.092
H (5.724, -1.012, -2.911)  0.099
H (3.685, 0.174, -2.130)  0.106
H (-0.616, -2.017, 4.226)  0.093
H (-0.372, -2.302, 6.664)  0.096
H (1.031, -0.731, 7.958)  0.095
H (2.192, 1.114, 6.792)  0.099
H (1.913, 1.411, 4.380)  0.102
H (-1.910, 1.068, 3.805)  0.094
H (-2.851, 3.332, 4.092)  0.100
H (-1.685, 5.278, 3.115)  0.095
H (0.447, 4.957, 1.902)  0.106
H (1.350, 2.711, 1.606)  0.072
C (-5.236, -1.878, -0.821)  -0.235
C (-4.969, -0.391, -0.738)  -0.447
Sb (-2.873, -0.038, -0.075)  1.430
C (-3.206, 2.110, 0.202)  -0.397
C (-4.579, 2.617, 0.611)  -0.179
C (-3.266, -0.866, 1.968)  -0.433
C (-4.437, -0.316, 2.754)  -0.204
H (-6.244, -2.092, -1.184)  0.057
H (-5.131, -2.330, 0.162)  0.044
H (-4.520, -2.356, -1.487)  0.053
H (-5.680, 0.072, -0.057)  0.024
H (-5.089, 0.072, -1.719)  0.046
H (-2.943, 2.517, -0.772)  0.023
H (-2.438, 2.444, 0.894)  0.021
H (-5.335, 2.312, -0.109)  0.049
H (-4.569, 3.708, 0.642)  0.065
H (-4.872, 2.261, 1.596)  0.042
H (-2.338, -0.753, 2.531)  -0.033
H (-3.409, -1.936, 1.805)  0.029
H (-4.282, 0.733, 2.992)  0.038
H (-4.571, -0.857, 3.694)  0.061
H (-5.358, -0.418, 2.185)  0.051
O (-1.493, 1.357, -2.291)  -0.604
Se (-0.328, 2.032, -1.393)  0.480
O (-0.480, 3.589, -1.187)  -0.428
O (-0.294, 1.176, 0.032)  -0.803
O (1.064, 1.664, -2.147)  -0.604

As for the net charge: -1. As for the molecular weight: 941.7 Da. For the energy above the lowest of the compared OMol25 structures with the same formula, charge and spin, the calculation gives 0.747 eV. The HOMO energy is -4.81 eV. For the LUMO energy, the calculation gives 2.450 eV.

=====

Entry 3:
DFT (ωB97M-V/def2-TZVPD) results for a 4-piece molecular cluster, C4H16NO3 overall in a non-equilibrium geometry.

Each line ends with the Löwdin charge.
Element x y z (Å)
C (1.529, -2.352, 0.992)  -0.097
C (1.685, -1.428, -0.221)  -0.236
C (0.315, -1.035, -0.718)  -0.080
C (-0.045, 0.203, -0.979)  -0.084
N (-1.414, 0.567, -1.357)  0.173
H (1.009, -3.269, 0.724)  0.075
H (1.105, -1.801, 1.829)  0.080
H (2.519, -2.685, 1.313)  0.080
H (2.260, -1.955, -0.988)  0.120
H (2.289, -0.553, 0.019)  0.106
H (-0.291, -1.934, -0.792)  0.117
H (0.656, 1.022, -1.031)  0.121
H (-1.612, 0.560, -2.358)  0.175
H (-2.077, -0.025, -0.819)  0.100
H (-1.642, 1.544, -1.105)  0.111
H (-2.496, -2.095, 0.190)  0.069
H (-3.712, -1.218, 0.678)  0.079
O (-2.909, -1.223, 0.146)  -0.032
H (-0.844, 3.929, -0.145)  0.075
H (-1.756, 3.109, 0.732)  0.069
O (-1.308, 3.079, -0.118)  -0.039
H (2.350, 3.055, 0.758)  0.043
H (2.457, 2.187, 2.023)  0.043
O (1.930, 2.321, 1.227)  -0.065

As for the net charge: +1. As for the molecular weight: 126.2 Da. For the energy above the lowest of the compared OMol25 structures with the same formula, charge and spin, the calculation gives 0.792 eV. The HOMO energy is -13.75 eV. For the LUMO energy, the calculation gives -2.743 eV.